Record 1
The following is a quantum chemistry calculation of a cluster of 13 separate species, C23H37Cl24F3O7S in total at a distorted geometry, from OMol25.

Computed properties:
Charge: 0
Calculated total energy: -13167.2869 a.u.

CARTESIAN COORDINATES (ANGSTROEM)
O: -2.877 -4.645 0.442
C: -2.501 -3.365 0.341
O: -3.387 -2.200 0.668
C: -2.544 -0.994 0.673
O: -3.075 0.084 1.256
C: -1.084 -1.283 -0.013
C: 0.142 -0.278 -0.455
C: -0.368 1.148 -1.085
O: -1.699 0.961 -1.749
C: -0.358 2.413 -0.042
F: -1.642 2.642 0.659
F: 0.704 2.366 0.991
F: -0.092 3.639 -0.884
C: -1.067 -2.764 -0.179
C: 0.236 -3.602 -0.800
C: 0.480 -4.868 0.265
C: 2.061 -5.257 0.459
C: 2.706 -4.853 1.911
S: 1.956 -3.341 2.723
O: 1.848 -2.181 1.706
O: 2.982 -2.871 3.826
O: 0.492 -3.658 3.579
H: 0.929 -0.116 0.401
H: 0.720 -0.840 -1.334
H: 0.393 1.421 -1.963
H: -1.566 0.924 -2.757
H: 1.199 -2.929 -0.786
H: 0.022 -4.036 -1.868
H: -0.122 -4.718 1.261
H: -0.027 -5.805 -0.276
H: 2.134 -6.443 0.376
H: 2.668 -4.848 -0.476
H: 3.853 -4.592 1.710
H: 2.730 -5.739 2.698
H: 0.319 -2.908 4.231
C: -3.298 5.137 2.440
Cl: -3.541 4.826 4.163
Cl: -4.785 5.723 1.684
H: -2.517 5.892 2.321
H: -2.992 4.209 1.951
C: -2.023 -8.586 -0.395
Cl: -1.029 -9.142 0.957
Cl: -1.054 -7.690 -1.571
H: -2.469 -9.453 -0.889
H: -2.811 -7.933 -0.013
C: 3.569 2.593 -1.374
Cl: 4.756 2.704 -2.679
Cl: 2.570 1.145 -1.544
H: 4.095 2.552 -0.417
H: 2.925 3.475 -1.404
C: -5.249 -0.896 3.753
Cl: -5.964 -2.502 3.933
Cl: -4.348 -0.435 5.203
H: -4.567 -0.904 2.898
H: -6.046 -0.169 3.583
C: 6.260 5.648 -4.213
Cl: 5.503 6.891 -5.216
Cl: 7.499 4.769 -5.118
H: 6.723 6.124 -3.346
H: 5.494 4.943 -3.882
C: -0.603 -10.993 4.319
Cl: -1.695 -11.649 3.094
Cl: 0.859 -10.331 3.578
H: -1.116 -10.198 4.865
H: -0.321 -11.792 5.009
C: -1.909 8.624 0.932
Cl: -2.311 9.546 2.386
Cl: -0.875 7.244 1.320
H: -2.832 8.260 0.475
H: -1.383 9.277 0.231
C: 5.342 -4.931 -2.788
Cl: 5.100 -5.242 -1.065
Cl: 3.856 -4.345 -3.544
H: 6.124 -4.176 -2.907
H: 5.648 -5.859 -3.278
C: -1.843 -1.883 -4.460
Cl: -0.198 -1.949 -3.816
Cl: -2.025 -0.549 -5.605
H: -2.064 -2.823 -4.971
H: -2.543 -1.739 -3.633
C: -0.739 11.932 -1.006
Cl: -2.185 10.952 -1.278
Cl: 0.730 10.995 -1.308
H: -0.759 12.790 -1.682
H: -0.734 12.278 0.030
C: -3.708 2.067 7.612
Cl: -4.110 2.989 9.065
Cl: -2.674 0.687 8.000
H: -4.631 1.703 7.155
H: -3.181 2.720 6.911
C: 2.769 6.302 -7.884
Cl: 3.956 6.413 -9.189
Cl: 1.770 4.853 -8.054
H: 3.295 6.261 -6.927
H: 2.124 7.184 -7.914

Forces on the atoms, in the same order (eV/Å):
O 2.30 8.86 -0.63
C -0.87 -4.32 -0.12
O 3.91 -0.83 -0.55
C -2.25 4.30 2.46
O 3.77 -6.94 -3.97
C -1.06 -4.17 0.03
C -0.39 -0.45 -0.05
C 0.14 -0.73 -1.59
O 1.98 0.40 -0.40
C -0.65 1.94 0.56
F 4.41 -0.66 -2.28
F -3.40 0.14 -3.37
F -0.75 -3.47 2.86
C 0.12 3.86 -0.11
C -0.81 -0.43 1.83
C -0.54 -0.99 -1.24
C -0.75 -0.78 -0.34
C 0.83 -1.68 -0.94
S 4.00 6.72 2.58
O -0.86 -4.50 2.44
O -3.86 -2.62 -3.51
O 1.64 0.53 -1.31
H -1.82 -0.43 -1.48
H -1.48 1.18 1.98
H -1.91 -0.29 2.46
H 0.02 0.26 2.38
H -2.18 -1.11 -0.07
H 0.30 1.02 2.15
H 1.40 -0.18 -1.83
H 1.09 2.14 1.48
H -0.06 2.55 0.31
H -1.26 -0.60 2.41
H -2.65 0.13 0.89
H -0.47 2.02 -1.62
H 0.85 -0.97 -1.18
C 0.40 -0.15 -0.16
Cl 0.06 -0.04 0.08
Cl 0.01 0.07 -0.13
H -0.47 -0.29 0.18
H -0.21 0.21 0.17
C -0.42 -0.08 0.15
Cl -0.08 0.12 -0.15
Cl -0.11 -0.08 -0.26
H 0.26 0.21 0.09
H 0.32 -0.05 -0.08
C 0.03 0.38 0.29
Cl 0.04 -0.01 0.04
Cl 0.99 0.05 0.03
H -0.12 -0.13 -0.30
H 0.09 -0.29 -0.09
C -0.05 0.22 -0.44
Cl -0.05 -0.02 -0.07
Cl 0.07 0.05 -0.02
H -0.13 -0.03 0.29
H 0.18 -0.23 0.16
C -0.06 -0.15 0.36
Cl -0.07 0.09 0.06
Cl -0.02 -0.05 0.11
H -0.06 -0.05 -0.33
H 0.22 0.24 -0.23
C -0.16 -0.03 0.37
Cl -0.07 -0.16 0.24
Cl 0.09 0.03 0.11
H 0.14 -0.15 -0.27
H -0.02 0.17 -0.30
C -0.05 0.11 -0.28
Cl -0.05 0.06 -0.07
Cl 0.30 0.07 -0.20
H 0.21 0.02 0.22
H -0.07 -0.41 0.45
C 0.34 -0.02 -0.26
Cl 0.35 -0.08 -0.04
Cl 0.02 0.01 -0.06
H -0.30 -0.13 0.11
H -0.20 0.20 0.19
C -0.40 -0.24 0.05
Cl 0.04 -0.02 -0.01
Cl -0.07 0.00 0.07
H 0.18 0.29 0.07
H 0.25 0.06 -0.16
C 0.06 0.42 0.12
Cl -0.20 0.38 -0.27
Cl 0.03 0.06 0.04
H -0.01 -0.33 0.10
H -0.01 -0.22 -0.24
C -0.15 0.12 -0.36
Cl -0.05 0.08 -0.04
Cl 0.02 -0.02 -0.08
H 0.26 0.03 0.22
H -0.06 -0.18 0.26
C -0.01 0.27 0.27
Cl 0.02 0.10 0.08
Cl -0.07 0.02 0.10
H -0.08 -0.10 -0.32
H 0.14 -0.29 -0.12

Record 2
The following is a quantum chemistry calculation of a cluster of 5 separate species, C23H37Cl2N2O10 in total at a distorted geometry, from OMol25.

Computed properties:
Charge: -1
Calculated total energy: -2680.8140 a.u.

CARTESIAN COORDINATES (ANGSTROEM)
C: -2.259 3.106 -4.245
C: -0.693 2.897 -3.806
Cl: 0.101 1.776 -5.101
C: -0.498 2.100 -2.361
Cl: 1.375 1.991 -2.126
C: -1.057 2.930 -1.064
N: -2.561 2.999 -0.936
C: -3.242 1.670 -1.164
C: -2.741 0.448 -0.195
N: -2.688 -0.872 -0.982
C: -0.537 4.518 -1.140
O: -1.435 5.482 -1.443
O: 0.838 4.956 -0.852
H: -2.244 3.676 -5.285
H: -2.704 2.027 -4.488
H: -2.904 3.687 -3.461
H: -0.050 3.902 -3.824
H: -0.857 0.989 -2.439
H: -0.619 2.527 -0.032
H: -2.801 3.383 0.023
H: -3.243 1.347 -2.314
H: -4.396 1.842 -0.908
H: -1.729 0.632 0.364
H: -3.558 0.274 0.645
H: -1.700 -1.107 -1.247
H: -3.240 -0.794 -1.876
O: 0.314 5.537 -4.817
C: 1.511 5.525 -5.052
O: 2.060 5.814 -6.268
C: 3.468 5.594 -6.210
C: 3.825 5.679 -4.749
C: 2.584 5.149 -4.076
H: 3.686 4.609 -6.635
H: 3.985 6.357 -6.801
H: 4.732 5.125 -4.494
H: 3.977 6.728 -4.465
H: 2.610 4.060 -3.974
H: 2.420 5.625 -3.106
O: -1.061 -0.121 1.769
C: -1.207 -1.024 2.575
O: -2.275 -1.137 3.418
C: -2.065 -2.244 4.294
C: -1.072 -3.128 3.586
C: -0.233 -2.136 2.821
H: -1.681 -1.868 5.247
H: -3.014 -2.758 4.472
H: -0.493 -3.757 4.268
H: -1.596 -3.786 2.882
H: 0.598 -1.757 3.423
H: 0.130 -2.558 1.881
O: -0.780 -5.423 2.132
C: -1.160 -6.008 1.131
O: -0.331 -6.476 0.152
C: -1.118 -7.005 -0.914
C: -2.455 -7.330 -0.299
C: -2.590 -6.277 0.771
H: -1.196 -6.247 -1.701
H: -0.632 -7.894 -1.326
H: -3.274 -7.326 -1.023
H: -2.418 -8.323 0.165
H: -3.040 -5.358 0.384
H: -3.150 -6.649 1.632
O: 1.374 -2.073 5.440
C: 2.522 -1.660 5.476
O: 3.054 -0.786 4.572
C: 4.441 -0.609 4.853
C: 4.607 -0.995 6.300
C: 3.561 -2.067 6.477
H: 5.019 -1.253 4.182
H: 4.724 0.433 4.674
H: 5.619 -1.328 6.543
H: 4.368 -0.139 6.942
H: 3.943 -3.057 6.213
H: 3.153 -2.066 7.490

Forces on the atoms, in the same order (eV/Å):
C 0.53 -0.48 -1.04
C -0.42 0.33 1.23
Cl -0.62 0.81 0.66
C -0.01 0.64 -0.38
Cl -1.54 -0.20 -0.02
C 0.76 1.23 1.08
N 0.19 -1.53 -0.06
C -1.29 -0.07 0.77
C -0.85 -0.13 -0.43
N 0.65 0.64 -0.42
C 2.02 6.43 -0.12
O 3.51 -5.24 1.30
O -6.39 -3.40 -1.30
H -0.04 -1.06 2.29
H 0.83 2.30 0.70
H 1.55 -1.14 -1.32
H -1.78 -2.39 0.23
H 0.57 2.23 0.21
H -0.38 0.45 -2.54
H 0.50 -0.68 -1.76
H 0.38 0.77 2.46
H 2.37 -0.26 -0.63
H -2.46 -0.11 -1.90
H 1.68 0.54 -1.57
H -1.34 0.52 0.26
H 0.90 0.04 1.30
O 1.97 0.43 -1.23
C -2.09 -0.34 0.82
O -0.51 0.14 0.10
C 0.47 0.02 -0.41
C 0.75 0.13 0.36
C 0.32 0.34 0.31
H -0.03 0.03 0.02
H -0.27 -0.10 -0.10
H -0.08 0.07 -0.10
H 0.02 -0.14 -0.07
H -0.20 0.05 0.16
H -0.39 -0.47 0.02
O -0.06 -1.51 2.43
C 0.57 1.34 -1.11
O 0.23 0.55 -0.69
C -0.10 -0.28 0.63
C -0.07 -0.63 0.13
C -0.01 -0.43 -0.20
H -0.03 0.02 -0.06
H 0.00 0.29 -0.07
H -0.15 0.09 -0.09
H 0.14 0.43 0.46
H -0.15 0.02 -0.24
H 0.09 0.32 0.09
O 0.06 -1.70 -2.01
C 0.73 1.19 1.51
O -0.10 0.30 0.80
C 0.11 -0.24 -0.72
C -0.70 -0.56 -0.27
C -0.37 -0.38 0.01
H 0.02 -0.05 0.08
H 0.14 0.26 0.12
H 0.17 -0.02 0.04
H 0.00 0.13 -0.11
H 0.03 0.02 0.18
H 0.10 0.42 -0.02
O 1.73 0.97 -0.09
C -1.78 -0.75 -0.34
O -0.77 -0.51 0.46
C 0.61 0.40 -0.34
C 0.64 0.19 0.63
C 0.24 0.17 0.48
H -0.07 0.05 0.03
H -0.23 -0.20 -0.17
H -0.10 0.10 -0.09
H 0.08 -0.12 -0.12
H -0.17 0.00 0.07
H -0.11 -0.32 -0.27

Record 3
The following is a quantum chemistry calculation of a structure of composition C23H37ClN2O2SiTl at a distorted geometry, from OMol25.

Computed properties:
Charge: -1
Calculated total energy: -2080.5069 a.u.

CARTESIAN COORDINATES (ANGSTROEM)
Tl: 0.160 -0.392 -0.137
Cl: -0.424 1.101 2.750
N: -2.196 -0.683 -0.847
N: 2.484 0.724 -0.666
C: -2.485 -1.790 -0.153
C: 3.458 -0.305 -0.524
C: -3.447 0.114 -1.009
C: -4.470 -0.696 -0.217
C: -3.782 0.102 -2.494
C: -3.314 1.536 -0.481
H: -3.933 -0.920 -2.822
H: -2.967 0.565 -3.068
H: -4.707 0.678 -2.650
H: -3.139 1.541 0.600
H: -4.287 2.039 -0.663
H: -2.532 2.100 -1.002
C: 3.127 2.037 -0.780
C: 4.628 1.709 -0.892
C: 2.860 2.931 0.423
C: 2.522 2.666 -2.048
H: 2.747 2.011 -2.892
H: 2.995 3.648 -2.205
H: 1.450 2.784 -1.931
H: 3.377 2.534 1.313
H: 1.798 3.051 0.632
H: 3.291 3.931 0.209
O: 4.712 0.248 -0.718
H: 5.224 2.139 -0.072
H: 5.065 1.952 -1.850
O: -3.740 -1.888 0.231
H: -5.322 -1.036 -0.795
H: -4.835 -0.177 0.695
C: -1.455 -2.839 0.364
C: 3.160 -1.678 -0.128
C: 2.121 -2.556 -0.824
H: 3.063 -1.686 0.894
H: 4.318 -2.225 -0.341
C: 0.802 -2.295 -0.388
C: -0.226 -3.195 -0.556
H: 0.075 0.611 1.172
C: -0.126 -4.032 -1.600
C: 1.050 -4.115 -2.351
C: -1.457 -4.777 -2.078
C: 2.187 -3.410 -1.877
H: 1.099 -4.685 -3.344
C: 3.572 -3.472 -2.649
H: 3.446 -4.110 -3.584
H: 4.328 -3.917 -1.971
H: 3.871 -2.432 -2.916
H: -1.845 -5.367 -1.214
H: -1.222 -5.440 -2.957
H: -2.222 -4.002 -2.357
H: -2.160 -3.830 0.485
H: -1.149 -2.513 1.274
C: -1.322 4.095 2.527
Si: -1.131 2.763 3.807
C: 0.399 2.739 4.861
C: -2.641 1.816 4.341
H: -2.033 3.841 1.725
H: -1.715 4.960 3.087
H: -0.369 4.382 2.056
H: 0.198 3.406 5.704
H: 0.615 1.722 5.222
H: 1.283 3.088 4.305
H: -3.129 2.433 5.105
H: -3.337 1.632 3.507
H: -2.366 0.838 4.764

Forces on the atoms, in the same order (eV/Å):
Tl 1.02 2.44 -1.27
Cl -0.55 0.66 1.41
N -1.56 -2.84 1.67
N 3.71 -4.74 1.81
C 2.24 3.21 -2.07
C -3.90 8.15 -1.69
C 0.77 -0.74 -0.18
C 0.24 -0.34 1.10
C -0.06 0.70 0.00
C -0.50 0.20 -0.11
H 0.03 -0.16 -0.19
H -0.24 -0.23 0.15
H 0.12 -0.13 -0.15
H 0.21 0.00 -0.18
H 0.40 -0.06 0.11
H -0.06 -0.25 0.20
C -0.50 -0.77 -0.83
C -0.36 -1.23 0.71
C 0.54 0.26 0.29
C 1.06 0.27 0.27
H -0.22 0.13 -0.05
H -0.18 -0.07 -0.18
H -0.11 -0.10 -0.04
H -0.34 0.09 -0.21
H -0.05 -0.17 -0.05
H -0.20 -0.36 0.14
O 0.22 -0.95 0.25
H -0.14 -0.03 -0.32
H 0.13 0.01 -0.28
O -1.82 -0.47 0.65
H -0.13 -0.08 -0.15
H 0.23 -0.29 -0.46
C -3.62 -3.96 -4.57
C 5.15 -3.17 -4.08
C -1.21 1.13 0.75
H -0.65 -0.13 2.66
H -3.05 1.32 0.75
C 1.33 0.01 1.62
C -1.34 1.39 1.55
H 0.41 -0.19 -1.40
C -2.81 -2.43 -1.91
C 0.76 -0.24 -1.18
C 1.34 0.46 0.27
C 2.53 -0.53 -2.02
H -0.06 0.76 1.74
C -1.46 -0.59 -0.05
H 0.37 0.83 1.13
H -0.21 0.20 -0.54
H -0.08 -0.80 0.04
H 0.11 0.22 -0.77
H -0.42 0.58 0.88
H 0.64 -0.76 0.14
H 1.67 2.25 0.04
H 1.09 0.76 2.82
C -0.30 0.76 0.47
Si 1.04 -2.63 -1.64
C -0.21 1.08 1.18
C -0.75 0.95 1.04
H 0.19 -0.09 0.40
H 0.06 0.14 -0.51
H -0.23 -0.20 0.30
H 0.69 0.01 0.35
H -0.34 0.43 -0.14
H -0.44 0.00 0.08
H -0.61 -0.44 0.09
H 0.35 0.27 0.21
H 0.08 0.49 -0.08